61
Properties=species:S:1:pos:R:3:forces:R:3 method="wB97M-V/def2-TZVPD" gap_ev=7.2 charge=0 e_tot_ev=-70714.9108 fmax_ev_per_a=0.56 e_above_lowest_kj_mol=0.00
Al 0.01330 0.11501 0.79240 -0.08 0.10 0.20
O -2.03577 -1.39335 3.98902 0.02 0.04 0.02
C -1.46308 -1.23044 2.92247 -0.06 -0.14 -0.03
N -0.73146 -0.15743 2.54388 -0.03 0.12 -0.11
C -0.75703 1.05211 3.29888 0.00 -0.03 0.00
C -1.37352 1.26708 4.53010 0.02 0.03 -0.05
C -1.34744 2.53340 5.10944 0.01 -0.03 -0.03
C -0.71143 3.59104 4.48459 -0.01 -0.01 -0.04
C -0.08204 3.39716 3.25955 0.00 0.01 0.04
C -0.09862 2.13864 2.67731 0.05 -0.07 -0.16
N 0.51231 1.80020 1.44820 0.08 0.04 0.08
C 1.41956 2.55043 0.79680 -0.06 -0.13 -0.09
O 1.78164 3.69937 0.97990 0.09 0.04 0.11
C 2.07378 1.72578 -0.30214 -0.30 -0.12 0.15
C 3.21688 2.14047 -0.94693 0.04 0.07 -0.12
C 3.81192 1.27028 -1.84676 0.05 0.00 -0.03
C 3.24138 0.02636 -2.07880 0.02 0.03 -0.06
C 2.08341 -0.31193 -1.40718 -0.19 0.16 0.00
N 1.51052 0.53029 -0.53758 0.14 -0.10 0.13
C -1.65074 -2.35551 1.88838 0.03 0.10 -0.15
C -2.21946 -3.60720 2.46654 0.02 0.14 -0.06
C -2.08898 -4.78238 1.86656 0.05 -0.06 -0.06
C -1.31901 -4.94342 0.60646 0.14 0.01 0.16
C -0.71990 -3.77472 -0.02159 0.13 -0.18 0.02
N -2.31933 -1.98087 0.53470 -0.10 0.18 0.08
H -1.86983 0.45225 5.02646 0.00 0.00 0.00
H -1.83634 2.68141 6.06440 0.01 -0.01 -0.02
H -0.69962 4.57192 4.94316 0.01 -0.02 0.00
H 0.42279 4.20617 2.75323 0.01 -0.03 0.02
H 3.61260 3.11989 -0.71889 0.02 -0.02 0.02
H 4.72491 1.55334 -2.35526 -0.02 0.00 -0.01
H 3.68479 -0.67876 -2.76740 0.01 0.02 0.01
H 1.58504 -1.26103 -1.54276 0.01 -0.02 0.07
H -2.73625 -3.49558 3.40928 0.00 0.00 -0.02
H -2.52646 -5.67006 2.30732 0.01 0.02 -0.02
H -1.56770 -5.79182 -0.01940 0.03 -0.04 0.00
H -0.55721 -3.74752 -1.09667 -0.01 0.00 0.00
O -5.07515 -2.30512 0.48507 0.15 0.09 -0.12
C -5.24356 -0.99648 0.26384 -0.03 0.03 0.56
O -6.33092 -0.49132 0.22990 0.00 0.00 -0.23
C -3.99128 -0.20438 0.14355 -0.09 -0.15 -0.16
C -3.86669 1.14138 -0.15157 -0.02 0.10 -0.05
Cl -5.05605 2.29695 -0.46864 0.04 0.03 0.02
N -2.56003 1.44173 -0.22019 0.07 0.26 -0.01
N -1.81210 0.33682 0.00730 0.25 -0.07 -0.03
C -2.66669 -0.65703 0.23870 0.17 -0.51 0.15
C -0.90541 -2.42841 0.59874 0.01 0.27 0.08
O 0.10924 -4.68422 0.69536 -0.39 0.09 -0.15
O 0.07562 -1.56332 0.26118 -0.03 -0.16 0.07
C -1.89770 2.68801 -0.48000 -0.11 -0.16 -0.09
C -2.06074 3.74619 0.39168 0.00 0.08 0.07
C -1.35583 4.91687 0.15164 0.01 0.01 -0.02
C -0.49315 5.00693 -0.93094 -0.05 -0.04 -0.05
C -0.33569 3.92698 -1.79171 -0.01 0.08 0.03
C -1.04625 2.75876 -1.57117 0.00 0.00 -0.06
H -4.11513 -2.51750 0.52418 -0.08 -0.07 -0.08
H -2.69617 3.64349 1.26244 0.00 0.01 -0.03
H -1.46146 5.74875 0.83463 0.01 0.00 0.00
H 0.07049 5.91524 -1.09836 0.00 -0.02 0.02
H 0.34305 3.99333 -2.63252 -0.02 0.00 0.01
H -0.94170 1.90507 -2.22967 -0.01 0.00 0.01